1.
12
Properties=species:S:1:pos:R:3 method="wB97M-V/def2-TZVPD" lumo_ha=0.036 gap_ev=9.6 smiles="NC1=C[C@H]1/N=N/O" energy_ev=-9704.773
N -1.357 0.070 -0.683
C -0.593 -0.535 0.217
C -0.096 -1.399 1.077
C 0.441 -0.024 1.199
N 1.655 0.294 0.544
N 1.681 0.085 -0.686
O 2.921 0.307 -1.223
H -1.268 1.090 -0.658
H -2.094 -0.293 -1.074
H 0.067 -2.419 1.365
H 0.210 0.631 2.012
H 3.520 0.323 -0.423

***

2.
84
Properties=species:S:1:pos:R:3 method="wB97M-V/def2-TZVPD" lumo_ha=0.010 gap_ev=9.7 smiles="CC[C@H](C)[C@](C#N)(C[C@H](O)CN)[C@@](C#N)(CCCCOC=O)CC(=O)Br.CCOC(=O)OC.CCOC(=O)OC" energy_ev=-122662.186
C 0.250 4.721 -0.053
C 0.407 3.721 1.095
C -0.938 3.014 1.403
C -1.612 3.668 2.628
C -0.876 1.441 1.485
C -1.959 1.035 2.417
N -2.787 0.733 3.152
C 0.431 0.910 2.159
C 0.970 1.619 3.431
O 2.402 1.445 3.392
C 0.482 0.996 4.752
N -0.614 1.754 5.362
C -1.140 0.678 0.113
C -0.388 -0.603 0.082
N 0.250 -1.514 0.372
C -2.618 0.180 -0.088
C -3.683 1.277 -0.281
C -4.859 1.224 0.730
C -5.311 2.598 1.181
O -5.547 3.426 0.013
C -4.733 4.492 -0.110
O -4.482 5.280 0.755
C -0.826 1.480 -1.192
C 0.601 1.840 -1.563
O 1.612 1.550 -1.029
Br 0.696 2.962 -3.186
H -0.082 4.271 -0.986
H 1.142 5.328 -0.196
H -0.538 5.423 0.242
H 1.248 3.043 0.969
H 0.648 4.332 1.969
H -1.613 3.287 0.587
H -1.220 3.315 3.579
H -2.695 3.591 2.590
H -1.383 4.735 2.561
H 0.191 -0.104 2.477
H 1.247 0.889 1.442
H 0.831 2.695 3.443
H 2.586 0.540 3.116
H 0.210 -0.052 4.629
H 1.351 1.013 5.418
H -0.262 2.534 5.899
H -1.175 1.175 5.970
H -2.563 -0.379 -1.026
H -2.890 -0.561 0.661
H -3.270 2.285 -0.304
H -4.143 1.130 -1.257
H -4.648 0.583 1.581
H -5.718 0.781 0.217
H -4.600 3.082 1.849
H -6.259 2.537 1.715
H -4.289 4.599 -1.113
H -1.404 2.399 -1.250
H -1.185 0.881 -2.035
C 2.113 -3.900 0.387
C 2.452 -4.392 1.776
O 2.639 -5.818 1.816
C 3.817 -6.252 1.379
O 4.732 -5.571 0.994
O 3.819 -7.586 1.450
C 5.011 -8.198 0.955
H 1.251 -4.436 -0.011
H 1.883 -2.840 0.408
H 2.946 -4.065 -0.298
H 1.626 -4.193 2.456
H 3.337 -3.894 2.173
H 5.893 -7.774 1.429
H 5.074 -8.079 -0.126
H 4.939 -9.254 1.199
C 2.147 -2.217 -7.963
C 1.012 -2.797 -7.147
O 1.352 -2.887 -5.755
C 1.270 -1.746 -5.073
O 0.913 -0.681 -5.508
O 1.638 -1.987 -3.815
C 1.664 -0.830 -2.980
H 3.065 -2.782 -7.793
H 1.905 -2.249 -9.025
H 2.339 -1.182 -7.684
H 0.806 -3.819 -7.459
H 0.096 -2.220 -7.269
H 0.716 -0.297 -3.037
H 2.481 -0.174 -3.280
H 1.820 -1.156 -1.969

***

3.
19
Properties=species:S:1:pos:R:3 method="wB97M-V/def2-TZVPD" lumo_ha=0.021 gap_ev=9.5 energy_ev=-9473.459
C 2.147 0.047 0.941
C 0.886 0.756 1.446
C 0.041 1.359 0.360
C -1.227 1.060 0.101
O -1.891 0.048 0.763
H 1.886 -0.858 0.385
H 2.731 0.697 0.278
H 2.792 -0.228 1.784
H 0.283 0.062 2.041
H 1.181 1.569 2.124
H 0.494 2.126 -0.265
H -1.800 1.568 -0.672
H -2.793 -0.012 0.428
C -0.815 -1.364 -1.942
O -0.223 -1.806 -0.744
H -1.811 -1.807 -2.106
H -0.911 -0.270 -1.983
H -0.168 -1.671 -2.767
H -0.732 -1.417 -0.016

***

4.
115
Properties=species:S:1:pos:R:3 method="wB97M-V/def2-TZVPD" lumo_ha=0.103 gap_ev=3.4 energy_ev=-251280.571 charge=-2
Rb 1.310 -0.145 -0.710
O 5.542 3.682 2.997
C 4.749 2.790 2.311
C 5.059 2.408 1.015
C 4.236 1.498 0.364
N 3.150 0.997 0.935
C 2.837 1.379 2.165
C 3.611 2.264 2.905
C 1.518 0.858 2.736
O 1.157 1.303 3.832
O 0.871 0.066 2.003
C 4.578 1.048 -1.085
O 5.654 1.475 -1.528
O 3.744 0.313 -1.635
H 6.268 3.920 2.408
H 5.922 2.798 0.488
H 3.318 2.525 3.909
Br 3.478 -6.351 -4.595
C 2.639 -4.839 -3.754
C 2.977 -4.539 -2.438
C 2.306 -3.454 -1.871
N 1.427 -2.714 -2.495
C 1.145 -2.976 -3.793
C 1.726 -4.094 -4.445
C 0.277 -2.049 -4.465
C -0.025 -2.142 -5.848
C -0.802 -1.166 -6.407
Br -1.186 -1.234 -8.291
C -1.309 -0.116 -5.651
C -0.957 -0.121 -4.301
N -0.210 -1.026 -3.727
H 3.720 -5.100 -1.895
H 2.518 -3.192 -0.842
H 1.463 -4.348 -5.460
H 0.360 -2.945 -6.456
H -1.926 0.659 -6.078
H -1.317 0.679 -3.662
Te -1.981 4.126 1.356
C -4.067 4.112 1.789
C -4.987 3.672 0.842
C -6.335 3.727 1.136
N -6.824 4.164 2.291
C -5.945 4.564 3.199
C -4.578 4.569 3.001
C -2.123 2.182 0.402
P -1.223 1.987 -1.145
C 0.317 2.980 -1.157
C 0.994 3.363 -0.008
C 2.218 4.003 -0.097
C 2.802 4.216 -1.333
C 2.147 3.810 -2.486
C 0.914 3.201 -2.399
C -2.288 3.068 -2.179
C -2.028 4.383 -2.549
C -2.938 5.089 -3.318
C -4.126 4.502 -3.723
C -4.403 3.197 -3.346
C -3.490 2.491 -2.587
P -1.292 1.023 1.523
C -2.448 1.146 2.955
C -1.960 1.419 4.226
C -2.841 1.602 5.279
C -4.207 1.514 5.065
C -4.695 1.221 3.802
C -3.819 1.036 2.749
C -1.910 -0.588 0.935
C -1.575 -1.743 1.637
C -2.096 -2.965 1.257
C -2.949 -3.056 0.168
C -3.292 -1.912 -0.531
C -2.780 -0.689 -0.143
H -4.638 3.289 -0.107
H -7.075 3.411 0.408
H -6.371 4.892 4.143
H -3.911 4.898 3.787
H 0.598 3.118 0.971
H 2.724 4.312 0.807
H 3.783 4.661 -1.401
H 2.607 3.964 -3.452
H 0.395 2.888 -3.299
H -1.102 4.856 -2.249
H -2.714 6.108 -3.610
H -4.827 5.054 -4.338
H -5.329 2.726 -3.651
H -3.700 1.467 -2.303
H -0.888 1.478 4.370
H -2.462 1.826 6.269
H -4.897 1.674 5.884
H -5.763 1.154 3.633
H -4.194 0.820 1.758
H -0.904 -1.666 2.479
H -1.848 -3.859 1.814
H -3.357 -4.013 -0.132
H -3.968 -1.968 -1.374
H -3.075 0.213 -0.660
C 0.831 -5.694 1.062
N 2.242 -5.695 1.339
C 2.997 -6.782 0.770
C 2.818 -4.678 2.011
S 1.966 -3.444 2.689
N 4.226 -4.798 2.136
C 4.913 -3.530 1.963
C 4.589 -5.452 3.381
H 0.373 -6.619 1.422
H 0.659 -5.591 -0.012
H 0.385 -4.841 1.570
H 2.682 -6.944 -0.262
H 2.828 -7.706 1.335
H 4.055 -6.538 0.795
H 4.629 -3.103 1.003
H 5.985 -3.723 1.968
H 4.670 -2.805 2.744
H 4.068 -6.407 3.453
H 4.317 -4.844 4.255
H 5.666 -5.627 3.387

***

5.
17
Properties=species:S:1:pos:R:3 method="wB97M-V/def2-TZVPD" lumo_ha=0.033 gap_ev=10.8 smiles=C[C@@]1(CCO)CO1 energy_ev=-9439.509
C 0.645 1.015 -1.880
C 0.347 0.121 -0.585
C -0.945 -0.602 0.039
C -1.563 -0.147 1.432
O -0.844 -0.510 2.593
C 1.619 -0.455 -0.153
O 0.978 0.483 0.685
H 0.525 0.479 -2.847
H 0.073 1.939 -1.936
H 1.711 1.329 -1.920
H -0.677 -1.650 0.257
H -1.783 -0.568 -0.653
H -2.521 -0.684 1.544
H -1.813 0.923 1.445
H 0.054 -0.191 2.454
H 2.512 0.040 -0.514
H 1.681 -1.522 0.039

***

6.
97
Properties=species:S:1:pos:R:3 method="wB97M-V/def2-TZVPD" lumo_ha=0.074 gap_ev=5.6 energy_ev=-117952.981 charge=-1
K -0.880 0.738 -0.238
C 1.558 0.462 -3.570
N 0.185 0.496 -3.098
C -0.334 1.859 -3.170
C -0.658 -0.452 -3.797
C -0.821 -0.325 -5.166
C -1.631 -1.179 -5.906
C -2.309 -2.174 -5.216
C -2.165 -2.324 -3.852
C -1.320 -1.488 -3.071
N -1.195 -1.574 -1.725
C -1.649 -2.690 -1.073
C -1.280 -4.001 -1.421
C -1.645 -5.108 -0.670
C -2.413 -4.950 0.473
C -2.825 -3.668 0.835
C -2.468 -2.547 0.090
N -2.907 -1.245 0.443
C -3.849 -0.671 -0.519
C -3.364 -1.065 1.803
H 1.670 0.859 -4.593
H 1.933 -0.560 -3.558
H 2.185 1.070 -2.910
H -0.312 2.264 -4.194
H 0.282 2.512 -2.543
H -1.361 1.906 -2.806
H -0.298 0.480 -5.672
H -1.743 -1.056 -6.976
H -2.976 -2.843 -5.751
H -2.728 -3.097 -3.345
H -0.673 -4.129 -2.311
H -1.323 -6.096 -0.981
H -2.701 -5.804 1.074
H -3.444 -3.542 1.714
H -4.826 -1.174 -0.458
H -3.454 -0.777 -1.526
H -3.973 0.394 -0.317
H -4.322 -1.572 2.016
H -3.514 0.000 1.981
H -2.614 -1.439 2.502
Cl -5.490 7.395 0.638
C -4.663 5.917 0.194
C -4.199 5.066 1.183
C -3.550 3.909 0.807
Cl -2.959 2.842 2.065
C -3.311 3.499 -0.540
O -2.717 2.432 -0.853
C -3.821 4.444 -1.485
Cl -3.585 4.081 -3.170
C -4.475 5.609 -1.143
H -4.340 5.299 2.229
H -4.833 6.274 -1.917
C -0.149 0.872 4.382
P 0.551 1.890 3.020
C 0.288 3.554 3.755
C 2.341 1.662 3.378
C 3.238 2.717 3.522
C 4.591 2.482 3.747
C 5.072 1.186 3.832
C 4.189 0.121 3.682
C 2.844 0.357 3.453
H 0.313 1.115 5.341
H -0.012 -0.184 4.151
H -1.222 1.061 4.441
H 0.730 3.631 4.751
H -0.784 3.739 3.813
H 0.704 4.333 3.114
H 2.887 3.739 3.465
H 5.268 3.320 3.860
H 6.125 1.006 4.014
H 4.546 -0.901 3.751
H 2.165 -0.476 3.326
C 4.100 1.725 0.207
C 2.920 0.843 -0.100
O 1.789 1.273 -0.033
C 3.170 -0.572 -0.533
C 2.091 -1.359 -0.931
C 2.306 -2.642 -1.411
C 3.595 -3.155 -1.472
C 4.674 -2.390 -1.049
C 4.463 -1.097 -0.591
H 3.736 2.725 0.424
H 4.789 1.750 -0.640
H 4.641 1.342 1.074
H 1.073 -1.011 -0.845
H 1.451 -3.227 -1.726
H 3.759 -4.157 -1.851
H 5.678 -2.792 -1.091
H 5.310 -0.498 -0.281
N 0.398 -3.714 1.684
C 1.140 -2.584 1.840
N 2.500 -2.779 2.013
O 0.635 -1.471 1.908
H 0.829 -4.550 1.329
H -0.555 -3.561 1.379
H 2.885 -3.623 1.619
H 3.038 -1.960 1.773

***

7.
22
Properties=species:S:1:pos:R:3 method="wB97M-V/def2-TZVPD" lumo_ha=0.029 gap_ev=8.4 energy_ev=-11910.525
C -2.917 0.260 -0.238
C -1.840 1.070 0.375
C -0.530 0.258 0.587
N -0.665 -0.972 1.388
N 0.604 0.636 0.113
O 0.850 1.730 -0.514
C 1.837 -0.247 0.197
C 2.345 -0.190 -1.248
N 2.675 0.221 1.215
H -3.458 -0.293 0.488
H -3.648 0.851 -0.696
H -2.785 -0.532 -1.044
H -1.534 2.036 -0.241
H -2.245 1.405 1.302
H 0.024 -1.721 1.297
H -1.563 -1.131 1.895
H 1.592 -1.257 0.597
H 2.280 0.780 -1.640
H 3.340 -0.574 -1.330
H 1.790 -0.875 -1.939
H 2.148 0.420 2.046
H 3.347 1.015 0.885

***

8.
61
Properties=species:S:1:pos:R:3 method="wB97M-V/def2-TZVPD" lumo_ha="-0.594 / -0.568" gap_ev="3.0 / 3.8" energy_ev=-65800.371 charge=+4
Sn 0.277 -0.107 -0.217
P -0.669 1.454 2.232
P 1.015 -1.802 2.189
P -2.158 -1.051 -0.486
H 3.948 3.517 -0.204
C 3.388 3.745 -1.114
C 2.229 4.425 -1.041
H 1.858 4.805 -0.089
C 0.296 2.663 3.192
C -1.609 0.660 3.580
C -1.957 2.573 1.572
C 2.211 -3.031 1.552
C 1.821 -1.407 3.792
C -0.344 -2.900 2.751
C -2.819 0.103 -1.722
C -3.402 -1.217 0.824
C -2.016 -2.653 -1.318
H 3.752 3.289 -2.039
H 1.578 4.563 -1.906
H 0.913 3.264 2.517
H 0.956 2.144 3.892
H -0.391 3.318 3.750
H -0.935 0.130 4.258
H -2.335 -0.064 3.195
H -2.137 1.432 4.156
H -1.507 3.319 0.913
H -2.462 3.097 2.393
H -2.703 2.037 0.978
H 2.143 -4.000 2.057
H 3.244 -2.687 1.661
H 2.024 -3.219 0.491
H 1.782 -2.230 4.517
H 1.323 -0.559 4.271
H 2.882 -1.163 3.670
H 0.027 -3.769 3.311
H -0.898 -3.273 1.883
H -1.032 -2.349 3.402
H -3.600 -0.424 -2.285
H -2.023 0.417 -2.412
H -3.246 0.987 -1.227
H -4.300 -1.669 0.375
H -3.672 -0.227 1.223
H -3.027 -1.855 1.642
H -2.808 -2.711 -2.077
H -2.140 -3.468 -0.592
H -1.027 -2.765 -1.794
C 1.217 -0.666 -3.605
C 1.188 -1.707 -4.569
C 1.052 -1.409 -5.922
C 0.843 -0.085 -6.331
C 0.720 0.918 -5.369
C 0.883 0.646 -4.008
S 1.665 -1.193 -1.982
H -0.267 1.519 -0.267
H 1.357 -2.740 -4.236
H 1.159 -2.219 -6.650
H 0.766 0.137 -7.393
H 0.530 1.930 -5.709
H 0.796 1.435 -3.263
O 3.239 1.279 2.107
C 2.402 0.812 1.480